C31H37As3Cl2F5NO2Pt | the ωB97M-V functional and the def2-TZVPD basis

Each line ends with the Löwdin charge.
Atoms and positions in Å:
Pt 1.266 0.068 0.068  0.75
C 1.809 0.275 3.949  -0.27
As 0.673 0.739 2.451  1.10
C 0.577 2.656 2.627  -0.25
C -1.023 0.120 3.235  -0.31
C -2.294 0.078 2.370  -0.65
C -2.467 1.364 1.570  -0.06
C -2.270 -1.119 1.400  -0.32
As -0.624 -1.535 0.422  1.02
C -1.365 -2.806 -0.830  -0.27
C 0.187 -2.808 1.662  -0.29
C -3.501 -0.169 3.305  -0.39
As -4.343 1.152 4.519  1.12
C -5.149 2.399 3.240  -0.35
C -2.877 2.310 5.123  -0.36
H 1.359 0.682 4.855  0.04
H 2.799 0.698 3.802  0.03
H 1.905 -0.806 4.037  0.03
H 0.104 2.905 3.576  0.03
H 0.016 3.059 1.787  0.02
H 1.591 3.054 2.602  0.04
H -1.180 0.797 4.075  0.05
H -0.813 -0.867 3.657  0.08
H -1.687 1.491 0.822  0.04
H -2.437 2.242 2.216  0.06
H -3.427 1.367 1.049  0.10
H -3.053 -0.977 0.652  0.09
H -2.495 -2.050 1.930  0.08
H -2.022 -2.297 -1.530  0.02
H -1.928 -3.546 -0.260  0.04
H -0.561 -3.296 -1.377  0.02
H -0.592 -3.366 2.182  0.04
H 0.823 -2.305 2.388  0.00
H 0.804 -3.502 1.092  0.01
H -3.272 -1.022 3.952  0.06
H -4.354 -0.491 2.696  0.07
H -5.750 1.841 2.523  0.02
H -4.418 2.999 2.703  0.01
H -5.814 3.060 3.796  0.01
H -2.205 1.762 5.784  0.01
H -3.336 3.108 5.706  0.02
H -2.312 2.759 4.307  0.00
Cl 2.505 -2.613 -1.107  0.71
C 2.520 -2.650 -2.863  -0.54
C 3.358 -3.587 -3.440  -0.12
C 3.415 -3.701 -4.818  -0.08
C 2.661 -2.840 -5.595  -0.11
C 1.859 -1.879 -5.003  -0.57
Cl 1.077 -0.744 -6.054  0.76
C 1.725 -1.769 -3.609  -0.29
N 0.898 -0.831 -3.017  0.06
C -0.429 -0.520 -3.405  -0.27
C -1.244 -1.512 -3.941  -0.09
C -2.545 -1.226 -4.314  -0.09
C -3.047 0.058 -4.134  -0.08
C -2.231 1.042 -3.600  -0.02
C -0.913 0.780 -3.237  -0.15
C -0.040 1.901 -2.708  -0.05
C -0.462 2.346 -1.319  -0.61
O -1.344 3.179 -1.183  0.05
O 0.121 1.840 -0.256  -0.31
H 3.947 -4.229 -2.799  0.10
H 4.056 -4.438 -5.280  0.11
H 2.709 -2.877 -6.675  0.10
H 1.195 -0.376 -2.159  0.03
H -0.842 -2.510 -4.074  0.12
H -3.167 -2.004 -4.739  0.10
H -4.063 0.293 -4.421  0.10
H -2.605 2.050 -3.461  0.12
H -0.175 2.777 -3.342  0.13
H 1.006 1.617 -2.730  0.09
F 3.766 -0.710 1.770  0.02
C 4.156 0.210 0.852  -0.28
C 3.233 0.754 -0.023  -0.20
C 3.768 1.625 -0.953  -0.24
F 2.981 2.209 -1.876  0.07
C 5.111 1.959 -1.007  -0.15
F 5.569 2.816 -1.922  0.12
C 5.988 1.396 -0.101  -0.14
F 7.285 1.702 -0.136  0.12
C 5.507 0.505 0.839  -0.15
F 6.348 -0.064 1.709  0.11

Output
energy relative to the best compared isomer or geometry (same formula, charge and spin) = 48.6 kJ/mol
HOMO energy (spin up / spin down) = -7.455 / -8.007 eV
orbital gap (spin up / spin down) = 7.7 / 6.6 eV
2S+1 = 3
strongest force on any atom = 0.9 eV/Å